# 1
C4H11NO | the ωB97M-V functional and the def2-TZVPD basis

Last column: Löwdin charge in e.
Geometry (Å):
C: 0.790 1.558 -2.027  -0.0243
C: 0.809 1.302 -0.568  -0.5898
N: 1.434 0.151 -0.085  0.1411
O: 0.537 2.204 0.201  0.0408
H: 0.478 0.775 -2.712  0.0734
H: 1.832 1.754 -2.325  0.0945
H: 0.232 2.489 -2.222  0.0944
H: 1.257 -0.159 0.853  0.0789
H: 1.394 -0.584 -0.774  0.0864
C: -1.250 -1.915 1.828  -0.1529
C: -1.958 -2.521 0.628  -0.1782
H: -0.895 -2.573 2.610  0.0619
H: -0.472 -1.221 1.502  0.0341
H: -2.045 -1.381 2.353  0.0658
H: -1.908 -3.606 0.574  0.0567
H: -2.985 -2.292 0.352  0.0592
H: -1.499 -2.170 -0.318  0.0578

Output
**E_HOMO**: -9.86 eV
**Relative energy (zero: lowest compared OMol25 entry of this formula, charge and spin)**: 15.9 kcal/mol
**Spin multiplicity**: 1
**Energy**: -7863.865 eV
**SMILES**: CC(N)=O.CC
**Strongest force on any atom**: 2.4 eV/A
**Lowest unoccupied orbital energy**: 0.76 eV

=====

# 2
C25H35Cl4F9O6PS | the ωB97M-V functional and the def2-TZVPD basis

Last column: Löwdin charge in e.
Geometry (Å):
C: -1.452 4.376 2.450  -0.0948
O: -0.784 4.960 1.329  -0.1838
C: 0.264 4.075 0.938  -0.2569
C: 0.920 4.525 -0.366  -0.1597
C: 2.183 3.634 -0.622  -0.2019
C: 2.020 2.691 -1.823  -0.2104
C: 0.884 1.665 -1.491  -0.1963
C: 1.522 0.406 -0.825  -0.2214
C: 0.728 -0.140 0.371  -0.2771
P: -0.899 -1.021 0.080  0.5935
C: -0.689 -1.401 -1.792  -0.1818
C: 0.286 -2.513 -2.139  -0.2422
C: 0.087 -3.171 -3.350  -0.0577
C: 0.913 -4.168 -3.814  -0.1732
C: 2.013 -4.558 -3.050  -0.2566
C: 2.215 -3.933 -1.845  -0.0904
C: 1.380 -2.922 -1.396  -0.0555
S: -1.471 -0.888 2.325  0.7002
O: -2.040 0.441 2.572  -0.3762
O: -2.416 -1.902 2.768  -0.3549
C: -0.051 -1.007 3.558  -0.4736
F: 0.797 0.052 3.519  0.0877
F: -0.651 -0.903 4.782  0.0787
C: 0.726 -2.347 3.626  -0.3571
F: -0.154 -3.276 4.061  0.1409
F: 1.185 -2.796 2.431  0.1237
C: 1.933 -2.378 4.633  -0.3242
F: 1.891 -3.542 5.327  0.1417
F: 1.926 -1.391 5.547  0.1559
C: 3.340 -2.353 3.938  -0.5291
F: 4.252 -2.064 4.901  0.1430
F: 3.434 -1.373 3.038  0.1798
F: 3.678 -3.542 3.450  0.1827
O: -2.472 -1.771 -0.029  -0.3369
C: -3.525 -0.845 -0.176  -0.2063
C: -2.863 0.447 -0.733  -0.3715
C: -3.623 1.778 -0.596  -0.1241
C: -4.542 1.872 0.641  -0.1769
C: -4.937 3.358 0.831  -0.2706
O: -5.406 3.604 2.158  -0.0871
O: -1.616 0.515 -0.110  -0.2640
H: -1.740 5.177 3.144  0.0859
H: -2.372 3.856 2.149  0.0738
H: -0.800 3.693 3.008  0.0876
H: 1.059 4.039 1.709  0.1260
H: -0.156 3.058 0.893  0.1094
H: 0.231 4.319 -1.199  0.1094
H: 1.184 5.584 -0.389  0.1092
H: 3.032 4.302 -0.836  0.0999
H: 2.412 3.074 0.294  0.1044
H: 1.705 3.203 -2.743  0.1028
H: 2.931 2.123 -2.045  0.1022
H: 0.118 2.114 -0.862  0.0751
H: 0.455 1.385 -2.462  0.0980
H: 2.483 0.766 -0.419  0.1012
H: 1.794 -0.308 -1.609  0.0964
H: 1.410 -0.761 0.975  0.0635
H: 0.499 0.728 1.009  0.0731
H: -0.464 -2.353 0.404  0.0481
H: -0.514 -0.500 -2.400  0.0828
H: -1.655 -1.766 -2.157  0.0843
H: -0.740 -2.879 -3.996  0.1144
H: 0.706 -4.612 -4.785  0.0950
H: 2.675 -5.329 -3.411  0.0647
H: 3.060 -4.207 -1.218  0.1067
H: 1.591 -2.454 -0.440  0.0881
H: -4.265 -1.294 -0.857  0.1238
H: -4.065 -0.654 0.765  0.1051
H: -2.835 0.288 -1.830  0.1315
H: -4.242 1.878 -1.501  0.1173
H: -2.926 2.626 -0.602  0.1134
H: -5.448 1.287 0.444  0.1180
H: -4.046 1.561 1.569  0.1011
H: -4.060 3.992 0.635  0.0971
H: -5.727 3.642 0.120  0.1140
H: -5.308 2.798 2.674  0.0738
C: 5.003 -4.110 -5.830  -2.0089
Cl: 5.180 -3.166 -7.324  0.5027
Cl: 3.443 -3.763 -5.065  0.6655
Cl: 5.093 -5.837 -6.217  0.5106
Cl: 6.312 -3.691 -4.716  0.5175

Output
**E_HOMO**: -5.70 eV
**Spin multiplicity**: 1
**Energy**: -133448.282 eV
**Strongest force on any atom**: 3.2 eV/A
**Total charge**: -1
**Lowest unoccupied orbital energy**: 1.74 eV